[1]
An isolated molecule of C6H14O, computed with wB97M-V/def2-TZVPD.

CARTESIAN COORDINATES (ANGSTROEM)
H 2.2434 0.5875 0.3667
H 1.2457 -1.3011 -0.6285
C 0.2269 -1.0372 -0.9546
H 1.4736 0.4248 1.9573
C 0.1430 1.1997 0.4175
H -0.5787 -0.7720 0.9654
H -1.7805 2.1322 0.8969
H 0.2505 1.7781 -0.5107
H 1.9332 2.0224 1.3489
C -0.4890 -0.1598 0.0610
H -1.6553 -2.2780 -1.4556
H -0.9505 1.4251 2.2930
C -0.7963 1.9730 1.3537
H 0.0111 -1.1822 -2.5785
H -0.4705 -2.9927 -0.3444
H -1.4984 0.0194 -0.3345
O 0.3405 -0.3750 -2.2053
C -0.5726 -2.3975 -1.2434
C 1.5260 1.0480 1.0543
H -0.2169 -3.0719 -2.0691
H -0.3850 2.9571 1.6098

Output
energy above the lowest of the compared OMol25 structures with the same formula, charge and spin	21.4	kcal/mol
SMILES	CC(C)C[C@@H](C)O
charge	0
LUMO	1.03	eV
highest occupied orbital energy	-10.13	eV

---

[2]
A cluster of 2 separate species, C4H6S in total, computed with wB97M-V/def2-TZVPD.

CARTESIAN COORDINATES (ANGSTROEM)
S -1.5683 -0.4789 -0.9877
H -1.4952 0.9202 1.4834
C -0.6105 -0.6523 0.3983
H 2.2450 -1.2435 -0.9020
H -0.0078 -1.6512 0.4901
H -2.1096 0.6191 -0.4393
H 1.2643 1.8295 -1.2998
C 1.8127 -0.2864 -0.9781
C 1.5222 0.7886 -1.4336
H -0.2108 0.0561 2.2107
C -0.8420 0.0988 1.4579

Output
energy above the lowest of the compared OMol25 structures with the same formula, charge and spin	82.7	kcal/mol
SMILES	C=CS.C#C
charge	0
LUMO	0.98	eV
highest occupied orbital energy	-8.37	eV

---

[3]
An isolated molecule of C4H9ClN2S, computed with wB97M-V/def2-TZVPD.

CARTESIAN COORDINATES (ANGSTROEM)
H 0.5279 1.9336 -0.6738
H 1.7517 2.1145 -1.8762
H 0.5191 -0.1761 2.0890
H -1.8036 0.1762 1.3271
C 0.8580 -0.1895 1.0868
Cl 2.2396 -1.2117 1.2500
S -0.8630 -2.2754 0.5295
H -2.1656 -1.9638 1.4104
N 1.1578 0.2994 -1.7697
C -1.5465 0.3280 0.2194
H 0.4525 -1.6875 -1.6918
H -2.4070 0.0780 -0.4635
C -0.3168 -0.5719 0.1209
H 1.0179 0.8524 0.9720
N 1.2901 1.5491 -1.1539
C 0.4212 -0.6443 -1.2341
H -1.1334 1.3891 -0.1419

Output
energy above the lowest of the compared OMol25 structures with the same formula, charge and spin	55.0	kcal/mol
SMILES	C[C@@](S)(/C=N\N)CCl
charge	0
LUMO	0.44	eV
highest occupied orbital energy	-9.12	eV